# 1
26
Properties=species:S:1:pos:R:3:forces:R:3:nbo_charge:R:1 method="wB97M-V/def2-TZVPD" homo_lumo_gap_ev=8.809 spin_multiplicity=1 e_homo_ev=-8.219
O 1.562 -3.478 0.746 -0.54 0.12 0.39 -0.412
N 0.457 -3.126 1.165 -0.19 -0.47 -0.24 0.506
H -0.760 -1.087 2.937 0.11 -0.16 -0.04 0.252
H -2.435 0.384 -1.764 0.14 0.29 -0.34 0.199
H 1.026 -0.464 1.186 0.36 -0.32 -0.11 0.218
H -3.255 0.719 1.029 0.00 -0.21 -0.18 0.203
C -2.755 -0.215 -0.928 -0.99 -0.17 -0.22 -0.226
N -2.062 -1.491 -0.915 -0.89 0.34 -0.92 -0.589
C -2.404 0.450 0.398 0.90 0.51 -0.09 -0.215
H -1.272 0.602 2.819 -0.18 -0.42 -0.39 0.213
C -0.779 -0.226 2.278 -0.75 0.33 -1.02 -0.227
H -1.656 -1.843 -1.781 -0.27 0.23 0.62 0.406
H -1.835 1.391 0.181 -0.27 -0.75 0.47 0.209
H 2.953 1.470 0.382 -0.25 0.59 0.33 0.220
C -1.355 -1.650 0.233 1.22 0.45 0.48 0.431
H 1.234 0.186 2.825 0.16 0.09 -0.01 0.225
C 0.625 0.213 1.923 0.38 0.60 -0.22 -0.512
C -0.499 -2.715 0.210 -0.11 -0.07 -0.17 -0.328
H 2.935 2.089 2.054 0.00 0.02 0.04 0.216
H -3.837 -0.366 -1.025 0.15 0.02 0.00 0.195
N -1.565 -0.568 1.048 0.24 -0.09 1.03 -0.407
O 0.105 -3.198 2.341 0.45 0.43 0.14 -0.429
S 0.686 1.915 1.174 0.13 -0.23 0.29 0.131
H 2.698 3.238 0.727 -0.36 -0.47 0.01 0.237
C 2.491 2.211 1.067 0.04 -0.70 -0.19 -0.733
H -0.548 -3.302 -0.702 0.53 0.02 0.34 0.217

=====

# 2
27
Properties=species:S:1:pos:R:3:forces:R:3:nbo_charge:R:1 method="wB97M-V/def2-TZVPD" homo_lumo_gap_ev=9.650 spin_multiplicity=1 e_homo_ev=-9.375
H -1.616 -0.531 -1.951 0.16 -0.13 -0.89 0.212
O 1.527 -1.850 0.061 -0.12 -0.44 -0.07 -0.585
O 1.650 -1.680 3.641 -0.93 0.62 -0.90 -0.600
H 0.395 1.169 0.410 0.34 0.59 -0.17 0.198
H -0.754 -1.775 4.240 0.50 -0.09 0.11 0.391
H -1.307 -0.711 3.079 0.58 0.39 -0.20 0.410
C 1.092 0.151 2.165 1.28 0.45 -0.85 -0.502
C 0.766 -0.992 3.128 1.23 -0.09 1.32 0.668
O 0.683 2.766 -1.829 0.17 0.25 -0.03 -0.546
H -1.416 2.918 -1.302 -0.57 0.34 0.49 0.501
C -1.040 -0.362 -2.892 0.35 0.55 1.57 -0.615
H -0.725 -1.319 -3.313 0.05 0.14 0.13 0.222
N -1.070 -0.161 0.981 0.31 0.07 -0.85 -0.850
N -0.509 -1.014 3.625 -0.91 -0.39 -0.18 -0.835
C 0.377 0.170 0.794 -0.67 -1.03 -0.01 -0.132
O -1.376 1.962 -1.423 0.99 0.16 -0.58 -0.695
H 0.829 0.588 -3.360 0.08 0.61 0.09 0.239
H -1.677 0.150 -3.616 0.13 0.12 0.11 0.225
H 2.213 0.191 1.986 -1.33 -0.39 0.34 0.248
H -1.113 -1.156 0.789 -0.58 -0.13 0.13 0.362
C 0.218 0.483 -2.467 0.25 -2.25 0.37 -0.143
H -1.649 0.321 0.280 0.45 -0.35 0.38 0.378
N 1.149 -0.331 -1.560 -0.80 -0.09 -0.41 -0.626
H 0.856 1.112 2.664 -0.14 -0.58 -0.10 0.235
H 1.563 -1.150 -1.985 0.13 0.26 -1.12 0.400
C 1.020 -0.807 -0.269 -0.47 2.36 1.53 0.664
C -0.084 1.856 -1.876 -0.48 -0.94 -0.19 0.774

=====

# 3
24
Properties=species:S:1:pos:R:3:forces:R:3:nbo_charge:R:1 method="wB97M-V/def2-TZVPD" homo_lumo_gap_ev="8.011 / 8.010" spin_multiplicity=1 e_homo_ev="-12.786 / -12.786" charge=+1
H -0.446 0.611 1.945 -1.78 0.90 1.98 0.238
N 0.511 0.500 0.226 2.62 -0.10 -2.74 -0.269
C 1.265 -0.721 1.969 1.18 -1.52 -1.38 0.088
H -1.160 2.675 0.649 0.04 -0.13 0.54 0.248
C -1.478 1.950 -0.100 0.19 -1.38 2.58 -0.481
N 2.061 -1.111 0.835 2.00 1.55 2.82 -0.418
H -2.035 1.108 0.481 1.01 1.26 -0.66 0.231
H -3.475 2.574 -0.283 0.00 0.56 0.45 0.240
H 1.355 -3.121 -1.531 1.30 -0.26 0.54 0.385
C 1.372 -1.751 -0.197 -0.62 -1.58 -0.37 0.416
N 0.045 -2.030 -0.019 -3.78 -2.37 -0.44 -0.878
H 2.916 -2.828 -1.008 2.66 0.41 -0.60 0.394
C 1.691 -0.319 -0.313 1.64 2.94 0.06 0.022
H -2.863 2.074 -1.726 0.06 -0.14 -0.96 0.219
H 1.382 -1.391 2.836 -0.38 1.06 -0.24 0.271
H -0.051 1.109 -1.600 0.81 0.36 -0.30 0.229
N 1.995 -2.862 -0.751 -3.84 -0.86 -1.17 -0.785
C -2.575 2.662 -0.879 -0.32 -4.01 0.03 -0.589
H -2.357 3.607 -1.146 0.69 3.25 -0.86 0.225
H -0.718 -1.433 0.297 1.08 -0.16 -0.38 0.396
C -0.176 1.261 -0.540 -3.06 0.04 -0.74 0.260
H 2.581 0.290 -0.830 -2.47 -1.44 0.92 0.274
C 0.383 0.168 1.551 0.21 0.51 1.10 -0.132
H -0.223 -3.021 0.135 0.76 1.08 -0.20 0.419

=====

# 4
22
Properties=species:S:1:pos:R:3:forces:R:3:nbo_charge:R:1 method="wB97M-V/def2-TZVPD" homo_lumo_gap_ev=8.053 spin_multiplicity=1 e_homo_ev=-7.201
H -1.379 -1.066 1.330 -0.08 -0.06 0.08 0.214
H 0.152 -0.347 -2.489 -0.11 -0.24 -0.13 0.216
H -1.528 2.435 1.054 0.08 -0.05 -0.05 0.227
H 0.689 1.586 -1.841 0.04 0.04 0.23 0.383
O 2.324 -0.187 -1.089 -0.75 0.59 1.18 -0.601
H 2.337 -2.284 0.507 -0.05 0.21 -0.11 0.247
C -0.642 1.811 1.207 0.16 -0.19 0.03 -0.644
H -2.077 -1.738 -0.155 0.23 0.06 0.03 0.215
C -0.121 -0.859 -1.571 3.48 0.45 1.57 -0.524
C -1.743 -0.819 0.332 -0.26 0.31 0.21 -0.641
H 1.213 2.482 -0.552 -0.09 0.00 -0.14 0.372
N 0.414 2.005 -0.960 0.80 0.21 -0.14 -0.802
H -0.861 1.097 2.001 0.00 0.00 -0.08 0.215
C 1.376 -0.710 -0.541 -0.55 -2.64 -4.35 0.636
C 1.482 -1.619 0.651 -0.22 0.53 0.59 -0.725
C -0.210 1.140 -0.073 -2.16 -0.83 -0.64 0.157
H 1.663 -1.007 1.539 0.06 -0.23 0.08 0.232
H 0.593 -2.225 0.807 -0.05 0.13 -0.05 0.223
H 0.157 2.468 1.568 -0.06 -0.03 -0.05 0.214
H -0.479 -1.878 -1.681 0.01 0.18 -0.08 0.220
C -0.718 -0.081 -0.495 -0.48 1.55 1.64 -0.055
H -2.640 -0.204 0.448 0.03 0.00 0.16 0.223

=====

# 5
22
Properties=species:S:1:pos:R:3:forces:R:3:nbo_charge:R:1 method="wB97M-V/def2-TZVPD" homo_lumo_gap_ev=8.934 spin_multiplicity=1 e_homo_ev=-7.938
H -1.517 1.761 -0.478 -0.58 0.50 -0.90 0.177
N -0.079 -1.213 0.647 -2.53 0.26 -4.69 -0.642
H 0.534 3.040 -0.008 -0.05 0.62 -0.39 0.209
H 2.754 -0.395 -1.261 -0.67 0.00 0.08 0.220
H 0.147 2.357 1.689 0.80 -0.69 -2.67 0.180
C -1.223 -0.214 0.431 2.43 1.17 -0.03 -0.059
H 0.780 -1.566 -1.233 -1.04 -0.14 -1.12 0.207
C 2.237 -0.462 -0.292 -0.66 3.07 -0.49 -0.391
H -2.212 -1.715 -0.363 -1.25 0.81 -1.27 0.243
H 0.930 0.330 0.979 -0.40 0.49 -1.30 0.176
H -3.218 -0.112 -0.369 -1.78 0.40 0.79 0.212
H -1.965 -0.129 -1.645 -1.00 -2.16 2.49 0.198
H -1.726 -0.348 1.381 0.16 1.20 0.70 0.200
O 0.333 0.959 -1.101 0.83 -3.07 -1.14 -0.537
C 1.236 0.901 0.064 2.09 -1.44 0.92 0.040
H 0.157 -1.309 1.554 0.64 -0.26 3.56 0.354
C 0.347 2.121 0.506 1.49 1.99 5.21 -0.377
C 1.073 -1.428 -0.231 -1.00 -1.13 -0.20 -0.252
C -2.324 -0.608 -0.542 4.55 -0.53 -3.03 -0.634
H 2.976 -0.833 0.366 0.86 0.66 1.44 0.207
C -0.619 1.267 -0.173 -3.72 -1.11 1.86 0.068
H 1.380 -2.406 0.078 0.83 -0.64 0.19 0.201

=====

# 6
22
Properties=species:S:1:pos:R:3:forces:R:3:nbo_charge:R:1 method="wB97M-V/def2-TZVPD" homo_lumo_gap_ev=10.373 spin_multiplicity=1 e_homo_ev=-9.535
C -0.719 -0.480 0.165 1.46 1.57 -1.90 -0.100
H -0.100 1.188 2.886 -0.95 -2.71 -0.57 0.485
C 0.158 -0.092 -1.080 -0.92 2.35 -0.43 -0.469
H -0.529 0.471 -1.822 1.12 -0.43 1.00 0.213
C 2.418 1.305 -1.187 -1.28 0.62 -1.74 -0.675
O -0.444 0.320 2.428 1.08 3.20 2.21 -0.695
H -0.896 -1.961 1.598 0.28 -0.51 -1.14 0.221
H -2.714 -1.147 0.641 0.46 1.72 -1.73 0.215
H -0.248 -2.523 -0.063 -0.12 -0.24 0.29 0.211
N 1.036 1.211 0.712 -2.66 0.16 2.77 -0.442
H -2.498 0.452 -0.569 -0.22 -1.88 0.67 0.210
C 1.219 0.875 -0.464 -0.11 -2.07 -0.84 0.308
H 2.735 2.287 -0.904 -0.68 1.17 -0.26 0.239
H -2.306 -1.277 -1.050 -0.01 -1.15 -1.78 0.207
H 2.062 1.172 -2.222 1.14 0.67 -0.14 0.212
H -1.068 1.586 0.834 0.76 -0.94 0.80 0.139
C -2.169 -0.614 -0.265 -0.82 1.85 3.34 -0.591
C -0.375 0.715 1.131 0.07 0.46 -3.35 0.242
C -0.241 -1.747 0.701 0.64 -1.66 3.31 -0.625
H 0.737 -1.740 1.262 -0.47 0.31 -1.19 0.230
H 3.348 0.865 -1.021 1.15 -2.08 0.27 0.241
H 0.595 -0.865 -1.711 0.08 -0.38 0.44 0.225